#P
DFT (ωB97M-V with the def2-TZVPD basis set) results for a 4-piece molecular cluster, C4H18NO3 overall.

The geometry in XYZ format:
```
26
C4H18NO3 | the Open Molecules 2025 dataset | ωB97M-V with the def2-TZVPD basis set
C 0.0773 -0.0757 0.6807
C -0.6710 0.8347 -0.2715
C -1.6352 1.7807 0.5466
C -0.9843 2.5688 1.7081
N 0.9253 -1.1975 -0.0474
H 0.6599 0.4395 1.4233
H -0.6618 -0.6826 1.2277
H -0.0382 1.5283 -0.8170
H -1.2080 0.2988 -1.0283
H -1.9592 2.5327 -0.1899
H -2.3892 1.0471 0.8591
H -0.5625 1.8250 2.4047
H -1.8612 3.0580 2.1313
H -0.1653 3.1782 1.3928
H 0.7376 -1.2614 -1.0684
H 0.7142 -2.0653 0.4429
H 1.8907 -1.0277 0.2245
H 1.2256 0.6914 -3.5694
H 0.5522 -0.6715 -3.6614
O 0.7250 0.0522 -3.0523
H -1.2406 -1.7164 3.6772
H -0.4594 -0.3949 3.8768
O -0.8569 -0.9635 3.2090
H 2.3203 -2.9117 -2.7702
H 2.3433 -1.4672 -2.6972
O 1.7325 -2.1945 -2.4667
```

spin multiplicity = 1
net charge = +1


#Q
DFT (ωB97M-V with the def2-TZVPD basis set) results for a 4-piece molecular cluster, C4H18NO3 overall.

The geometry in XYZ format:
```
26
C4H18NO3 | the Open Molecules 2025 dataset | ωB97M-V with the def2-TZVPD basis set
C 1.9064 0.4946 -0.5706
C 1.0080 -0.2474 0.3496
N -0.4209 0.2655 0.5956
C -0.2737 1.5362 1.3884
C 0.7570 -1.6738 -0.1589
H 1.1965 1.1344 -1.2127
H 2.4501 -0.1427 -1.3981
H 2.9011 1.0091 -0.1443
H 1.6387 -0.3553 1.3411
H -0.8711 0.4897 -0.2925
H -1.0440 -0.4547 1.0383
H 0.5718 2.1983 1.1188
H -1.0176 2.2744 0.9965
H -0.3328 1.4506 2.5150
H 0.2577 -2.4021 0.5603
H 1.7486 -2.3186 -0.3053
H 0.1988 -1.6948 -1.0084
H -2.1438 -2.2927 2.2761
H -1.2140 -1.7800 3.2958
O -1.2476 -1.9846 2.1674
H 0.6923 -0.4761 -3.4808
H 1.0021 0.8024 -2.9611
O 0.2883 0.1349 -2.9491
H -2.2757 1.1325 -1.6681
H -3.2387 1.7679 -0.8144
O -2.5377 1.1322 -0.6788
```

spin multiplicity = 1
net charge = +1


Which one is the most stable? From the structures above, #P.